*one*
ORCA calculation (ωB97M-V with the def2-TZVPD basis set) on a molecular structure, C4H12N2.

```
18
C4H12N2 | the Open Molecules 2025 dataset | ωB97M-V with the def2-TZVPD basis set
C 1.02878 0.97162 0.99157
C -0.08035 0.14445 0.41443
C -0.18063 0.05539 -1.17360
C -1.01167 -1.39519 -2.86047
N -0.85469 -1.15439 -1.46499
N 0.36134 0.45381 3.30236
H 1.08076 2.05468 0.90377
H 2.04639 0.59410 0.90001
H -1.02229 0.20695 0.98583
H 0.04321 -0.89922 0.74031
H 0.85719 0.14462 -1.53980
H -0.80103 0.91917 -1.46348
H 0.00615 -1.67325 -3.21563
H -1.80897 -2.12770 -2.95892
H -1.33234 -0.44145 -3.33826
H 0.99370 0.15602 4.04879
H 0.88290 0.70985 2.24012
H -0.20842 1.28054 3.48793
```

## Properties
Net charge ... +2
Kohn-Sham gap ... 7.4 eV
HOMO level ... -20.06 eV
E_LUMO ... -0.467 Eh
Spin multiplicity ... 1

Results of the Löwdin charge analysis, in e, for atoms 1 through 6: number 1, C, carries 0.114; number 2, C, carries -0.178; number 3, C, carries -0.124; number 4, C, carries 0.028; number 5, N, carries 0.263; number 6, N, carries 0.251

=====

*two*
ORCA calculation (ωB97M-V with the def2-TZVPD basis set) on a gas-phase ion, C4H12N2 (charge +2).

```
18
C4H12N2 | the Open Molecules 2025 dataset | ωB97M-V with the def2-TZVPD basis set
C -0.99616 1.85871 -0.29596
C -0.50164 0.66769 -0.76613
N -0.67877 0.49607 -2.30307
C 0.21975 -0.51988 -0.22686
C 0.30977 -0.29017 1.34193
N 1.17563 -1.46076 1.97931
H -1.44772 2.53776 -0.91311
H -0.98843 2.23917 0.68524
H -1.45620 -0.10533 -2.50334
H 0.19418 -0.06591 -2.69345
H -0.79029 1.43363 -2.72003
H 1.30274 -0.61762 -0.66825
H -0.34542 -1.41933 -0.41319
H 0.70768 0.68229 1.40191
H -0.68082 -0.29402 1.95735
H 1.12746 -1.35379 2.98539
H 0.77124 -2.38201 1.62841
H 2.07702 -1.40650 1.52388
```

## Properties
Net charge ... +2
SMILES ... C=C([NH3+])CC[NH3+]
Kohn-Sham gap ... 11.8 eV
HOMO level ... -18.88 eV
E_LUMO ... -0.262 Eh
Spin multiplicity ... 1

Results of the Löwdin charge analysis, in e, for atoms 1 through 6: number 1, C, carries 0.182; number 2, C, carries -0.241; number 3, N, carries 0.225; number 4, C, carries -0.138; number 5, C, carries -0.087; number 6, N, carries 0.220

=====

Winner for stability: *two*

=====

*one*
ORCA calculation (ωB97M-V with the def2-TZVPD basis set) on C4H6FN3 in the gas phase.

```
14
C4H6FN3 | the Open Molecules 2025 dataset | ωB97M-V with the def2-TZVPD basis set
H 0.81908 -2.56037 0.02131
N -0.14561 -2.29770 -0.02651
C -0.34132 -1.03007 -0.07543
C -1.65500 -0.33056 -0.02552
F -2.78231 -0.93467 0.01191
C -1.51908 1.02234 -0.02391
C -0.01710 1.30576 -0.02704
N 0.61541 0.00314 -0.13059
N 1.91859 -0.53022 0.05405
H -2.16402 1.85472 0.03060
H 0.23527 1.96812 -0.92334
H 0.12786 1.85662 0.99501
H 2.53116 -0.23874 -0.77084
H 2.37707 -0.08835 0.89028
```

## Properties
Net charge ... 0
SMILES ... [H]/N=C1/C(F)=CCN1N
Kohn-Sham gap ... 9.4 eV
HOMO level ... -8.74 eV
E_LUMO ... 0.026 Eh
Spin multiplicity ... 1

Results of the Löwdin charge analysis, in e, for atoms 1 through 6: number 1, H, carries 0.019; number 2, N, carries 0.137; number 3, C, carries -0.342; number 4, C, carries -0.272; number 5, F, carries 0.139; number 6, C, carries 0.025

=====

*two*
ORCA calculation (ωB97M-V with the def2-TZVPD basis set) on C4H6FN3 in the gas phase.

```
14
C4H6FN3 | the Open Molecules 2025 dataset | ωB97M-V with the def2-TZVPD basis set
H 1.79979 -0.31481 1.76050
N 1.84853 -0.12810 0.74841
C 0.69895 -0.18863 0.22592
C 0.40379 0.07012 -1.25141
F 0.94370 1.25663 -1.68563
C -1.08492 0.06905 -1.23396
N -1.57578 -0.22857 -0.10052
N -0.54610 -0.47234 0.78549
C -0.80999 -0.48851 2.19410
H 0.80712 -0.74838 -1.87574
H -1.73908 0.30656 -2.06675
H -1.88091 -0.76037 2.33545
H -0.17897 -1.25190 2.70273
H -0.63479 0.49003 2.67294
```

## Properties
Net charge ... 0
SMILES ... [H]/N=C1/[C@H](F)C=NN1C
Kohn-Sham gap ... 9.7 eV
HOMO level ... -9.04 eV
E_LUMO ... 0.023 Eh
Spin multiplicity ... 1

Results of the Löwdin charge analysis, in e, for atoms 1 through 6: number 1, H, carries 0.050; number 2, N, carries 0.168; number 3, C, carries -0.344; number 4, C, carries -0.250; number 5, F, carries 0.018; number 6, C, carries -0.088

=====

Winner for stability: *two*

=====

*one*
ORCA calculation (ωB97M-V with the def2-TZVPD basis set) on C4H6FN3 in the gas phase.

```
14
C4H6FN3 | the Open Molecules 2025 dataset | ωB97M-V with the def2-TZVPD basis set
H 0.91984 2.63621 0.21350
N 0.85725 1.76146 -0.38455
C -0.00749 0.84299 -0.22500
N -1.11836 0.83751 0.69874
C -1.75112 -0.35725 0.40762
N -1.17170 -1.24875 -0.41430
C 0.05233 -0.64006 -0.79600
C 1.32782 -1.07327 0.01632
F 1.06482 -0.58977 1.28304
H -1.65894 1.86146 0.64898
H -2.73814 -0.71751 0.64053
H 0.30775 -0.76614 -1.87134
H 2.19169 -0.32403 -0.33771
H 1.72426 -2.22284 0.12016
```

## Properties
Net charge ... 0
SMILES ... [H]/N=C1\NC=N[C@@H]1CF
Kohn-Sham gap ... 10.1 eV
HOMO level ... -9.34 eV
E_LUMO ... 0.027 Eh
Spin multiplicity ... 1

Results of the Löwdin charge analysis, in e, for atoms 1 through 6: number 1, H, carries 0.087; number 2, N, carries 0.125; number 3, C, carries -0.396; number 4, N, carries 0.063; number 5, C, carries -0.185; number 6, N, carries 0.066

=====

*two*
ORCA calculation (ωB97M-V with the def2-TZVPD basis set) on C4H6FN3 in the gas phase.

```
14
C4H6FN3 | the Open Molecules 2025 dataset | ωB97M-V with the def2-TZVPD basis set
C -1.85453 0.43623 -0.51703
C -0.94950 0.24653 0.70477
N 0.36549 -0.19276 0.33994
N 0.77316 -1.44908 0.20433
C 2.01750 -1.38804 -0.18565
N 2.51026 -0.12930 -0.33468
C 1.52151 0.63069 -0.02053
F 1.43674 1.93556 0.02885
H -1.26768 0.74853 -1.37823
H -2.59286 1.20524 -0.31123
H -2.36759 -0.48682 -0.77320
H -1.37523 -0.49540 1.38308
H -0.83053 1.19348 1.23760
H 2.61326 -2.25486 -0.37803
```

## Properties
Net charge ... 0
SMILES ... CCn1ncnc1F
Kohn-Sham gap ... 10.4 eV
HOMO level ... -9.50 eV
E_LUMO ... 0.033 Eh
Spin multiplicity ... 1

Results of the Löwdin charge analysis, in e, for atoms 1 through 6: number 1, C, carries -0.069; number 2, C, carries -0.192; number 3, N, carries -0.091; number 4, N, carries 0.077; number 5, C, carries -0.217; number 6, N, carries 0.137

=====

Winner for stability: *two*